ORCA calculation (ωB97M-V/def2-TZVPD) on a single C7H9IO2S molecule in a non-equilibrium geometry.

Geometry as ORCA input:
```
! RIJCOSX wB97M-V def2-TZVPD def2/J DEFGRID3
* xyz 0 1
C 1.11023 -0.23510 -0.70918
C 0.65960 0.62806 -1.69286
C 0.65972 -1.20471 0.12029
C -0.57892 1.32723 -1.75573
C -1.49468 1.51469 -0.78596
C -2.82353 2.14936 -0.92000
C 1.34615 -2.89991 2.31292
O 2.95466 -0.96580 1.45767
O 0.81728 -0.31272 2.53345
S 1.54826 -1.21439 1.67710
I -0.93601 2.18025 -3.68604
H 2.21047 -0.23910 -0.67097
H 1.37166 0.87277 -2.47117
H -1.24167 1.11398 0.19013
H -3.52370 1.43890 -1.36594
H -2.79108 3.02106 -1.57314
H -3.20978 2.44050 0.05281
H 1.43796 -2.86694 3.39074
H 0.36035 -3.23545 2.02007
H 2.12303 -3.51266 1.87581
*
```

Summary:
F_max, eV/A: 1.549
LUMO energy (spin up / spin down), eV: -2.0 / -2.0
Kohn-Sham gap (spin up / spin down), eV: 6.57 / 6.57
Energy relative to the best compared isomer or geometry (same formula, charge and spin), kJ/mol: 248.0
Energy, Ha: -1118.30117

Charges obtained by natural (NBO) population analysis, quoted in units of e: -0.423, -0.087, -0.202, -0.191, -0.091, -0.672, -0.854, -0.949, -0.934, 2.069, 0.115, 0.295, 0.226, 0.236, 0.246, 0.240, 0.231, 0.251, 0.250, 0.244